(1)
C49H36Cl2IIrN4O3PS | ωB97M-V with the def2-TZVPD basis set

## Properties
Energy above the lowest of the compared OMol25 structures with the same formula, charge and spin, eV: 0.000
<S²>: 6.02

The geometry in ORCA input format:
```
! wB97M-V def2-TZVPD RIJCOSX def2/J DEFGRID3
* xyz 1 5
Ir 0.24943 -1.50680 1.24473
I 2.59638 -2.91213 2.26635
C 4.45204 -2.10213 1.73537
C 5.37910 -2.34421 2.70395
C 6.73051 -2.00518 2.50583
C 7.10357 -1.46096 1.31928
C 6.15234 -1.19534 0.30231
C 6.61780 -0.66273 -0.91908
C 5.75866 -0.39710 -1.93944
C 4.38737 -0.61014 -1.74216
C 3.86777 -1.10636 -0.56610
P 2.00782 -1.12488 -0.62004
C 1.60994 0.57342 -1.15006
C 0.43989 0.86092 -1.85447
C 0.11729 2.17078 -2.18541
C 0.93384 3.21093 -1.77199
C 2.07014 2.93915 -1.01850
C 2.40978 1.63068 -0.71163
C 1.81355 -2.26977 -2.03880
C 2.28224 -3.56458 -1.78524
C 2.21939 -4.54666 -2.75896
C 1.68035 -4.25150 -4.00719
C 1.22662 -2.96982 -4.27165
C 1.29745 -1.97871 -3.29648
C 4.76063 -1.47262 0.49326
H 5.08018 -2.80770 3.63660
H 7.45314 -2.20523 3.28587
H 8.14189 -1.22035 1.12325
H 7.68074 -0.48292 -1.03027
H 6.11339 -0.00828 -2.88568
H 3.71491 -0.34292 -2.54713
H -0.23750 0.06247 -2.12902
H -0.77960 2.38026 -2.75724
H 0.68053 4.23243 -2.02473
H 2.69647 3.74971 -0.66757
H 3.30646 1.43519 -0.13449
H 2.71023 -3.80190 -0.81477
H 2.59585 -5.54089 -2.54885
H 1.63186 -5.01399 -4.77481
H 0.82937 -2.72752 -5.24986
H 0.97667 -0.98122 -3.54914
Cl -2.16789 -0.74680 2.31312
C -2.97885 -2.23394 2.64688
C -4.34297 -2.19836 2.85782
C -5.00511 -3.37782 3.15419
C -4.30942 -4.57570 3.23964
C -2.94721 -4.59920 3.02276
Cl -2.12601 -6.11242 3.12506
C -2.23678 -3.42284 2.70171
S -0.53779 -3.51250 2.37277
H -4.87144 -1.25528 2.80132
H -6.07352 -3.36365 3.32484
H -4.82230 -5.49897 3.47326
O -0.83830 1.39839 0.99097
C 0.11750 1.45579 1.74822
N 0.90860 0.36954 2.07377
C 2.02021 0.81848 2.79898
O 2.98004 0.16199 3.12410
C 1.82814 2.28557 3.05378
C 2.60132 3.18130 3.75897
C 2.15978 4.50324 3.80922
C 0.98744 4.89297 3.16705
C 0.22124 3.97549 2.45160
C 0.66769 2.67280 2.41413
H 3.51219 2.86462 4.25113
H 2.73326 5.23969 4.35822
H 0.66804 5.92519 3.22749
H -0.69047 4.26917 1.94677
C -5.27008 6.38467 0.40658
C -4.86362 5.04003 -0.14483
C -5.80569 4.09895 -0.53214
C -5.44618 2.85169 -1.03157
C -4.10124 2.52578 -1.14377
N -3.62661 1.27780 -1.65400
C -4.37753 0.31219 -2.24164
O -5.56471 0.38807 -2.46859
N -3.68710 -0.83860 -2.69960
C -2.74223 -1.67534 -2.10984
C -2.57847 -2.95001 -2.66365
C -1.67682 -3.83737 -2.12221
C -0.92175 -3.45159 -1.03039
N -1.05371 -2.23638 -0.50956
C -1.94229 -1.36391 -1.01373
C -3.14013 3.45109 -0.75133
C -3.52198 4.69004 -0.26569
H -6.28546 6.64536 0.10857
H -4.59991 7.17212 0.05851
H -5.23562 6.38461 1.49904
H -6.86004 4.34217 -0.45402
H -6.20191 2.15103 -1.34213
H -2.62623 1.20142 -1.71468
H -4.29031 -1.31569 -3.34983
H -3.17895 -3.23750 -3.51918
H -1.55569 -4.82828 -2.53722
H -0.20920 -4.11613 -0.56383
H -2.00567 -0.41458 -0.49683
H -2.08779 3.19416 -0.80947
H -2.75898 5.40602 0.02319
*
```



(2)
C9H12N16O3RuSbSe4 | ωB97M-V with the def2-TZVPD basis set

## Properties
Energy above the lowest of the compared OMol25 structures with the same formula, charge and spin, eV: 1.529
<S²>: 0.76

The geometry in ORCA input format:
```
! wB97M-V def2-TZVPD RIJCOSX def2/J DEFGRID3
* xyz -2 2
Ru -2.30783 -0.13352 -0.24283
N -2.69435 -0.02976 1.82771
N -1.49444 -0.06309 2.55223
C -0.36680 0.39282 2.00298
N 0.66305 0.60403 2.83435
N -0.41105 0.59357 0.68021
N 0.64170 1.24428 0.07799
O 1.73468 1.35801 0.65533
O 0.44142 1.65939 -1.02983
H -3.15784 0.86966 1.99120
H -3.28196 -0.81730 2.18189
H -1.55977 -0.23514 3.54298
H 0.55099 0.44286 3.81695
H 1.54615 0.83363 2.40450
N -2.56779 2.34055 -2.61870
C -2.75032 2.73625 -1.30804
N -2.95923 3.98542 -0.91439
N -3.07056 3.89243 0.42556
N -2.95255 2.66567 0.80330
N -2.74960 1.89863 -0.28821
C -1.87570 1.18523 -2.95711
N -1.26439 1.05547 -4.11595
N -0.70883 -0.18280 -4.05196
N -0.97471 -0.74644 -2.93401
N -1.73414 0.09914 -2.19313
H -2.42272 3.09755 -3.26550
Se -4.38544 -2.58935 3.01516
Sb -4.08882 -2.95514 0.59300
Se -4.59818 -0.67964 -0.56591
Se -1.72318 -2.56071 -0.04248
Se -5.26147 -4.86025 -0.29016
N 5.69764 -0.19188 1.18163
C 5.46324 -0.71514 -0.06709
O 6.35075 -0.85123 -0.88478
C 4.03369 -1.09181 -0.32436
C 3.49618 -0.86861 -1.58121
C 2.14752 -1.14278 -1.77483
N 1.36682 -1.63437 -0.82039
C 1.89648 -1.88708 0.36968
C 3.22441 -1.62240 0.67374
H 6.59525 0.24616 1.30596
H 4.91710 0.21351 1.66989
H 4.10584 -0.46406 -2.37684
H 1.65286 -0.94129 -2.71960
H 1.21535 -2.31199 1.10254
H 3.62054 -1.83848 1.65851
*
```



(3)
H2 | ωB97M-V with the def2-TZVPD basis set

## Properties
Energy above the lowest of the compared OMol25 structures with the same formula, charge and spin, eV: 6.682

The geometry in ORCA input format:
```
! wB97M-V def2-TZVPD RIJCOSX def2/J DEFGRID3
* xyz 0 1
H -0.10705 -0.94141 0.97084
H 0.10705 0.94141 -0.97084
*
```



(4)
C17H40N2O6S3 | ωB97M-V with the def2-TZVPD basis set

## Properties
<S²>: 0.75

The geometry in ORCA input format:
```
! wB97M-V def2-TZVPD RIJCOSX def2/J DEFGRID3
* xyz -1 2
C 34.38764 -21.01059 -34.30772
O 33.65425 -19.80077 -34.06816
H 35.39387 -20.61609 -34.44903
H 34.62894 -21.56101 -33.39837
H 34.00791 -21.62947 -35.12067
H 33.90917 -19.14229 -34.71856
C 31.44577 -23.41599 -34.76824
O 30.83861 -24.43540 -35.56384
H 32.01952 -22.74342 -35.40586
H 30.68433 -22.77924 -34.31783
H 32.19940 -23.78996 -34.07521
H 30.20023 -24.93499 -35.04957
C 35.30187 -23.12196 -37.85297
O 35.74181 -21.88411 -37.58123
H 34.48282 -23.25049 -38.56060
H 36.24015 -23.60752 -38.12120
H 34.76576 -23.51800 -36.99050
H 34.92649 -21.39719 -37.44069
N 36.95102 -17.44554 -35.97509
C 37.15969 -17.25019 -37.35531
C 35.96478 -16.75067 -37.93711
C 34.94154 -16.95826 -36.97264
C 35.58093 -17.28435 -35.76598
H 37.66457 -17.80298 -35.35607
H 38.17005 -17.39728 -37.70737
H 36.02129 -16.28173 -38.90834
H 33.90766 -16.64701 -36.94783
H 35.20562 -17.48360 -34.77309
N 36.23640 -23.49264 -34.78081
C 35.13677 -24.15094 -34.40281
C 35.15457 -24.32254 -33.04054
C 36.31735 -23.67807 -32.56823
C 37.00056 -23.14686 -33.71185
H 36.30287 -23.31583 -35.77299
H 34.47616 -24.53469 -35.16617
H 34.37779 -24.91297 -32.57750
H 36.70016 -23.65166 -31.55870
H 37.85459 -22.49156 -33.79908
C 32.07005 -21.61480 -31.23254
S 31.64748 -21.89457 -29.46453
O 31.71433 -23.36253 -29.03949
C 33.23874 -21.23286 -28.77231
H 32.39274 -20.59655 -31.44968
H 31.18740 -21.77980 -31.85045
H 32.83376 -22.34823 -31.49121
H 33.31468 -20.20206 -29.11842
H 34.03445 -21.89394 -29.11570
H 33.30192 -21.20317 -27.68455
C 32.09311 -18.49115 -38.34275
S 33.08702 -19.96742 -38.34040
O 33.71393 -20.22731 -37.00598
C 31.80973 -21.28976 -38.81613
H 31.52390 -18.37035 -39.26444
H 32.68104 -17.57776 -38.25235
H 31.42144 -18.55541 -37.48670
H 32.13436 -22.32643 -38.90569
H 31.40822 -20.96872 -39.77729
H 30.95679 -21.24207 -38.13913
C 38.99435 -20.93753 -29.04155
S 37.28707 -21.37358 -29.22007
O 36.57969 -20.34515 -28.32889
C 37.12440 -20.66978 -30.90206
H 39.30825 -19.91004 -29.22547
H 39.71577 -21.45013 -29.67787
H 39.23915 -21.24111 -28.02371
H 36.09967 -20.47645 -31.21931
H 37.63873 -21.23603 -31.67854
H 37.61813 -19.70270 -30.99741
*
```



Largest force on an atom for the records above, in order: 0.0164 0.0122 0.0341 0.0581 Eh/bohr
E for the records above, in order: -119604.101 -310018.683 -24.908 -66041.375 eV